# 1
The following is a DFT calculation (the ωB97M-V functional and the def2-TZVPD basis) of a cluster of 2 separate species, C12H15N in total.

The geometry in XYZ format:
```
28
Properties=species:S:1:pos:R:3:nbo_charge:R:1
C 0.74056 1.30859 -1.18620 -0.092
C 1.68870 -0.02741 -1.12163 -0.376
C 1.28391 -0.85558 0.05212 -0.288
C 1.54600 0.13364 1.22756 -0.388
C 0.84343 1.54660 1.22675 -0.457
C -0.00561 1.41997 0.00931 -0.254
C -0.90488 0.08006 0.16764 -0.003
C -2.30059 -0.07020 0.08181 -0.193
C -2.80417 -1.37158 0.35061 -0.241
C -2.00708 -2.43168 0.36860 -0.192
C -0.59352 -2.31768 0.32832 -0.224
C -0.10573 -1.06483 0.16750 -0.022
H 2.63816 2.38652 -1.56416 0.366
H 0.81758 3.22094 -2.60088 0.335
H 0.04434 1.15436 -1.95398 0.207
H 2.62648 0.30095 -1.01929 0.194
H 1.57628 -0.62454 -2.12144 0.208
H 1.66977 -1.81646 0.32548 0.228
H 2.72439 -0.06324 1.39468 0.217
H 0.93702 -0.73352 2.02440 0.199
H 1.66749 2.30390 0.81718 0.237
H 0.70383 2.08024 2.30376 0.260
H -0.60692 2.44643 0.30338 0.249
H -2.88756 0.85391 0.07755 0.218
H -3.81703 -1.73019 0.55242 0.219
H -2.52259 -3.38114 0.54573 0.204
H -0.03312 -3.17131 0.09349 0.208
N 1.45369 2.66768 -1.31610 -0.819
```

As for the total charge: 0. The HOMO energy comes out at -8.8 eV. The frontier orbital gap is 9.0188 eV. The energy above the lowest of the compared OMol25 structures with the same formula, charge and spin comes out at 190.1 kcal/mol. The LUMO energy is 0.21 eV. For the molecular weight, the calculation gives 173.26 g/mol.

# 2
The following is a DFT calculation (the ωB97M-V functional and the def2-TZVPD basis) of the ion C12H15N2O with charge -1.

The geometry in XYZ format:
```
30
Properties=species:S:1:pos:R:3:nbo_charge:R:1
C -2.22603 -2.06543 2.30274 -0.312
C -3.46586 -1.46370 2.24432 -0.226
C -1.22329 -1.62913 1.48020 -0.278
C -3.60559 -0.21494 1.50359 -0.318
C -1.34927 -0.54371 0.71590 0.123
C -2.51606 0.28289 0.73813 0.139
C -1.14992 1.02901 -0.89123 0.351
C -0.83454 1.66779 -1.98066 -0.703
C 4.26488 0.89472 -0.73819 -0.599
C 3.22550 -0.21515 -0.75849 -0.364
C 1.83183 0.42314 -0.67728 -0.424
C 0.75166 -0.61766 -0.78812 -0.199
N -0.54268 -0.05098 -0.30311 -0.411
N -2.37304 1.36359 -0.02050 -0.044
O -3.31875 2.30001 -0.16856 -0.720
H -2.03166 -3.06405 2.69554 0.185
H -4.34605 -1.88237 2.78177 0.192
H -0.35529 -2.26849 1.49496 0.189
H -4.46209 0.37237 1.60641 0.215
H -1.47059 2.48121 -2.09368 0.230
H 0.16391 1.70398 -2.35789 0.179
H 3.97731 1.60331 0.04191 0.200
H 5.14498 0.45122 -0.61826 0.194
H 4.13939 1.34417 -1.72018 0.195
H 3.34775 -0.75760 -1.75725 0.195
H 3.44658 -0.86897 0.23883 0.181
H 1.72779 0.99265 0.22410 0.215
H 1.72954 1.11601 -1.49510 0.205
H 1.01472 -1.38650 0.05221 0.203
H 0.50487 -0.99738 -1.75212 0.208
```

As for the total charge: -1. The HOMO energy comes out at -2.0 eV. Its SMILES is C=C1N([O-])c2ccccc2N1CCCC. The frontier orbital gap is 5.0646 eV. The energy above the lowest of the compared OMol25 structures with the same formula, charge and spin comes out at 1.5 kcal/mol. The LUMO energy is 3.06 eV. For the molecular weight, the calculation gives 203.27 g/mol.

# 3
The following is a DFT calculation (the ωB97M-V functional and the def2-TZVPD basis) of a cluster of 2 separate species, C12H15N2O in total.

The geometry in XYZ format:
```
30
Properties=species:S:1:pos:R:3:nbo_charge:R:1
C -1.98990 0.35510 -3.67758 -0.053
C -1.94280 1.69840 -3.61916 -0.048
N -0.91670 2.04129 -2.76832 -0.461
C -0.33649 0.93536 -2.30575 0.467
C 0.78361 0.79093 -1.35020 -0.498
C 0.37654 1.48672 -0.06992 0.105
C 0.50413 2.99160 -0.11423 -0.244
O 1.38195 1.98831 0.64374 -0.462
N -0.97086 -0.09916 -2.85615 -0.456
H -2.64717 -0.26881 -4.24244 0.263
H -2.59328 2.38001 -4.12527 0.263
H -0.61025 2.96473 -2.50729 0.460
H 0.93780 -0.24656 -1.08010 0.262
H 1.68502 1.29725 -1.66816 0.269
H -0.46831 1.08523 0.45497 0.211
H 1.32381 3.45261 -0.64969 0.226
H 0.18142 3.53624 0.75683 0.238
H -0.74812 -1.06891 -2.70496 0.456
C 1.39231 -2.78234 1.82734 -0.237
C 1.43444 -1.39694 1.91469 -0.186
C 0.54299 -0.72466 2.73977 -0.238
C -0.38638 -1.43822 3.48420 -0.215
C -0.42636 -2.82303 3.39911 -0.203
C 0.46008 -3.49478 2.56885 -0.207
H 2.08835 -3.30706 1.18536 0.215
H 2.16741 -0.84049 1.34115 0.197
H 0.57502 0.35633 2.80596 0.213
H -1.07744 -0.91545 4.13238 0.219
H -1.14789 -3.37953 3.98229 0.222
H 0.42707 -4.57417 2.50261 0.221
```

As for the total charge: +1. The HOMO energy comes out at -11.7 eV. The frontier orbital gap is 8.7091 eV. The energy above the lowest of the compared OMol25 structures with the same formula, charge and spin comes out at 31.5 kcal/mol. The LUMO energy is -2.98 eV. For the molecular weight, the calculation gives 203.27 g/mol.